Density functional theory data (wB97M-V/def2-TZVPD) for C15H7Cl2NO7RuSe4 as an isolated structure at a distorted geometry.

Each line ends with the Mulliken spin population.
Element x y z (Å)
Ru1 -0.80 2.24 -1.04  0.00
Cl1 3.74 2.26 4.80  0.00
C1 2.45 2.19 3.65  0.00
C2 1.13 2.18 4.12  0.00
C3 0.10 2.13 3.23  0.00
Cl2 -1.53 2.14 3.79  0.00
C4 0.29 2.12 1.81  0.00
O1 -0.74 2.12 1.07  0.00
C5 1.66 2.14 1.36  0.00
C6 2.01 2.14 -0.02  0.00
O2 1.27 2.20 -1.01  0.00
C7 2.71 2.17 2.30  0.00
H1 0.94 2.24 5.18  0.00
H2 3.09 2.08 -0.22  0.00
H3 3.73 2.21 1.95  0.00
Se1 -0.52 2.09 -3.41  0.00
Se2 -0.80 5.14 -5.55  0.52
Se3 -0.62 6.58 -3.94  0.42
Se4 -0.76 4.60 -0.88  0.06
O3 -0.86 -0.42 -2.94  0.00
C8 -0.71 -0.69 -1.74  0.00
O4 -0.64 0.12 -0.78  0.00
C9 -0.64 -2.14 -1.32  0.00
C10 -0.59 -3.14 -2.29  0.00
C11 -0.61 -4.47 -1.91  0.00
C12 -0.67 -4.79 -0.56  0.00
C13 -0.72 -3.80 0.42  0.00
C14 -0.70 -2.47 0.03  0.00
N1 -0.70 -6.17 -0.16  0.00
O5 -0.67 -7.02 -1.04  0.00
O6 -0.76 -6.42 1.03  0.00
H4 -0.55 -2.86 -3.33  0.00
H5 -0.58 -5.26 -2.64  0.00
H6 -0.77 -4.07 1.46  0.00
H7 -0.74 -1.68 0.76  0.00
O7 -3.79 2.14 -1.10  0.00
C15 -2.65 2.19 -1.09  0.00

The net charge is -1. As for the spin multiplicity: 2. Its energy above the lowest of the compared OMol25 structures with the same formula, charge and spin is 0.00 kcal/mol. As for the LUMO energy (spin up / spin down): 0.0 / 0.2 eV. Its HOMO energy (spin up / spin down) is -4.617 / -4.529 eV. As for the orbital gap (spin up / spin down): 4.60 / 4.69 eV.

Density functional theory data (wB97M-V/def2-TZVPD) for an isolated ion of composition C5H8N and charge +1 at a distorted geometry.

Each line ends with the Mulliken charge.
Element x y z (Å)
C1 -1.75 0.15 0.04  -0.58
C2 -0.97 1.26 0.05  -0.35
C3 0.47 0.98 -0.22  -0.11
C4 1.66 0.19 0.40  -0.34
N1 0.57 -0.56 -0.34  -0.13
C5 -0.80 -1.03 0.17  -0.47
H1 -2.76 0.13 0.33  0.42
H2 -1.28 2.25 0.14  0.46
H3 0.74 1.59 -1.04  0.38
H4 2.48 0.36 -0.20  0.31
H5 1.79 -0.03 1.45  0.27
H6 0.73 -0.84 -1.44  0.44
H7 -0.65 -1.15 1.20  0.26
H8 -0.95 -2.03 -0.17  0.43

The net charge is +1. As for the spin multiplicity: 1. Its energy above the lowest of the compared OMol25 structures with the same formula, charge and spin is 72.90 kcal/mol. As for the LUMO energy: -3.7 eV. Its HOMO energy is -14.306 eV. The SMILES is C1=C[C@H]2C[N@H+]2C1. As for the orbital gap: 10.59 eV.

Density functional theory data (wB97M-V/def2-TZVPD) for a 3-piece molecular cluster, C33H58BBrClIN5O overall at a distorted geometry.

Each line ends with the Mulliken charge.
Element x y z (Å)
C1 2.96 1.45 -1.05  -0.51
C2 1.82 2.16 -1.54  -0.15
N1 0.45 2.86 -1.44  0.60
C3 0.47 4.30 -1.96  -0.67
C4 1.23 5.25 -0.81  0.23
N2 1.12 6.64 -0.78  -0.63
C5 -0.68 2.23 -0.95  -0.08
N3 -0.72 0.79 -0.53  -0.17
C6 -1.50 -0.02 -1.59  1.19
Cl1 -0.31 -0.19 -3.03  -0.12
C7 -1.51 -1.54 -0.93  0.06
C8 -1.22 -2.94 -1.77  -0.47
C9 -1.23 -4.45 -1.06  -0.58
C10 -1.52 -4.64 0.54  -0.46
C11 -1.79 -3.27 1.41  -0.73
C12 -1.81 -1.76 0.70  -0.15
C13 -2.96 0.61 -1.98  -0.21
B1 -2.98 1.36 -3.49  0.30
O1 -1.97 2.42 -3.88  -0.60
C14 -4.05 1.16 -4.70  -0.13
C15 -3.21 0.38 -5.92  -0.72
C16 -4.21 -0.50 -1.89  -1.08
Br1 -6.05 0.39 -1.81  -0.10
C17 -4.12 -1.70 -3.03  0.12
C18 -4.56 -3.14 -2.29  -1.05
C19 -3.19 1.87 -0.90  -0.43
C20 -3.66 1.42 0.59  -0.74
C21 -5.07 2.19 1.08  -0.32
N4 -5.97 1.21 1.86  -0.72
N5 -2.04 2.89 -0.92  -0.40
I1 -2.26 4.43 0.38  0.24
H1 3.86 0.73 -0.81  0.38
H2 -0.59 4.72 -2.22  0.25
H3 1.21 4.30 -2.89  0.42
H4 1.93 4.77 0.02  0.13
H5 1.72 6.98 0.02  0.34
H6 0.18 0.36 -0.30  0.49
H7 -1.01 -2.93 -2.92  0.26
H8 -1.03 -5.40 -1.75  0.44
H9 -1.51 -5.74 0.96  0.34
H10 -1.97 -3.43 2.58  0.30
H11 -2.03 -0.87 1.44  0.30
H12 -2.42 3.32 -3.90  0.28
H13 -4.98 0.51 -4.50  0.19
H14 -4.40 2.18 -5.20  0.30
H15 -3.91 -0.49 -6.34  0.27
H16 -2.91 1.10 -6.80  0.26
H17 -2.28 -0.17 -5.43  0.17
H18 -4.21 -1.10 -0.86  0.76
H19 -4.93 -1.58 -3.90  0.41
H20 -3.08 -1.76 -3.57  0.07
H21 -4.53 -4.02 -3.07  0.35
H22 -3.94 -3.36 -1.33  0.18
H23 -5.68 -2.98 -1.93  0.30
H24 -4.10 2.49 -1.37  0.62
H25 -3.88 0.29 0.75  0.12
H26 -2.88 1.68 1.46  0.46
H27 -4.82 3.16 1.72  0.32
H28 -5.72 2.56 0.17  0.21
H29 -6.45 0.56 1.19  0.26
H30 -6.76 1.80 2.27  0.29
C22 4.72 3.83 2.38  -1.10
C23 3.58 4.18 3.32  -0.46
C24 3.27 5.68 3.36  -0.13
C25 4.41 6.57 3.87  -0.80
C26 4.92 6.23 5.27  -0.39
C27 3.86 6.39 6.35  -1.17
H31 5.66 4.31 2.68  0.32
H32 4.88 2.75 2.36  0.35
H33 4.49 4.15 1.36  0.23
H34 3.80 3.81 4.32  0.36
H35 2.68 3.65 2.99  0.29
H36 2.38 5.84 3.98  0.37
H37 3.00 6.01 2.35  -0.11
H38 4.07 7.61 3.86  0.39
H39 5.25 6.52 3.17  0.31
H40 5.76 6.89 5.51  0.36
H41 5.31 5.21 5.30  0.23
H42 3.49 7.42 6.37  0.29
H43 4.28 6.16 7.33  0.38
H44 3.01 5.72 6.19  0.28
C28 2.63 -9.21 1.10  -1.16
C29 3.73 -8.18 0.90  -0.38
C30 3.34 -6.78 1.39  -0.86
C31 2.14 -6.14 0.68  -0.38
C32 2.30 -6.00 -0.84  0.13
C33 3.45 -5.09 -1.24  -1.31
H45 1.72 -8.95 0.54  0.26
H46 2.96 -10.19 0.75  0.37
H47 2.36 -9.29 2.16  0.29
H48 4.01 -8.14 -0.16  0.24
H49 4.62 -8.51 1.44  0.37
H50 4.21 -6.12 1.31  0.35
H51 3.11 -6.84 2.47  0.38
H52 1.97 -5.15 1.11  0.37
H53 1.24 -6.73 0.88  0.18
H54 1.37 -5.58 -1.25  -0.15
H55 2.42 -6.98 -1.31  0.32
H56 3.32 -4.09 -0.82  0.29
H57 3.50 -5.00 -2.33  0.39
H58 4.41 -5.48 -0.89  0.32

The net charge is +1. As for the spin multiplicity: 1. Its energy above the lowest of the compared OMol25 structures with the same formula, charge and spin is 414.41 kcal/mol. As for the LUMO energy: -4.5 eV. Its HOMO energy is -11.122 eV. As for the orbital gap: 6.63 eV.

Density functional theory data (wB97M-V/def2-TZVPD) for a 2-piece molecular cluster, H2N2O4S overall at a distorted geometry.

Each line ends with the Mulliken charge.
Element x y z (Å)
N1 -0.75 1.10 0.84  -0.43
N2 0.78 -0.48 1.36  0.29
O1 1.59 0.43 1.36  -0.44
O2 -0.48 -0.26 1.05  -0.02
O3 0.76 -0.28 -1.83  -0.37
O4 -1.13 -1.69 -1.87  -0.36
S1 0.28 -1.63 -1.74  0.73
H1 -1.15 1.05 -0.09  0.27
H2 0.10 1.76 0.93  0.32

As for the spin multiplicity: 1. Its energy above the lowest of the compared OMol25 structures with the same formula, charge and spin is 55.18 kcal/mol. As for the LUMO energy: -1.3 eV. Its HOMO energy is -10.466 eV. As for the orbital gap: 9.14 eV.

Density functional theory data (wB97M-V/def2-TZVPD) for a 2-piece molecular cluster, C3H12N2O overall at a distorted geometry.

Each line ends with the Mulliken spin population.
Element x y z (Å)
C1 -0.60 2.59 -1.76  0.00
O1 -1.06 3.72 -2.49  0.00
C2 0.39 3.01 -0.71  0.00
H1 -1.47 2.04 -1.39  0.00
H2 -0.17 1.92 -2.51  0.00
H3 -0.89 4.53 -2.01  0.00
H4 -0.11 3.57 0.10  0.00
H5 0.89 2.21 -0.15  0.00
H6 1.18 3.70 -1.03  0.00
N1 -0.98 -2.88 0.85  0.40
C3 0.26 -2.42 1.40  -0.04
N2 1.24 -3.46 1.77  0.71
H7 -0.91 -3.32 -0.07  -0.02
H8 -1.41 -3.63 1.40  -0.01
H9 0.79 -1.70 0.79  0.00
H10 0.04 -1.88 2.32  0.00
H11 0.89 -4.17 2.42  -0.02
H12 1.90 -3.82 1.08  -0.02

The net charge is +1. As for the spin multiplicity: 2. Its energy above the lowest of the compared OMol25 structures with the same formula, charge and spin is 29.34 kcal/mol. As for the LUMO energy (spin up / spin down): -3.8 / -9.1 eV. Its HOMO energy (spin up / spin down) is -12.157 / -12.157 eV. As for the orbital gap (spin up / spin down): 8.37 / 3.05 eV.

Q: Look up the energy above the lowest of the compared OMol25 structures with the same formula, charge and spin of the fifth one.
A: 29.34 kcal/mol